{"formula": "C15H22O3", "method": "ωB97M-V/def2-TZVPD", "symbols": ["C", "C", "C", "C", "C", "C", "C", "C", "O", "C", "O", "C", "C", "C", "C", "C", "C", "O", "H", "H", "H", "H", "H", "H", "H", "H", "H", "H", "H", "H", "H", "H", "H", "H", "H", "H", "H", "H", "H", "H"], "positions_angstrom": [[-2.5874, 5.4157, -2.3846], [-1.3725, 4.5568, -2.7160], [-1.6527, 3.0616, -2.5466], [-1.7367, 2.6056, -1.0815], [-0.5160, 1.8038, -0.6071], [0.7611, 2.6489, -0.6334], [2.0202, 1.8670, -0.2759], [-0.8027, 1.2557, 0.7987], [0.0405, 0.1627, 1.1508], [-0.3049, -1.0389, 0.6936], [-1.3168, -1.2310, 0.0342], [0.6369, -2.1034, 1.0644], [1.7850, -1.8270, 1.8121], [2.6646, -2.8298, 2.1501], [2.4093, -4.1356, 1.7438], [1.2852, -4.4321, 1.0065], [0.3802, -3.4270, 0.6529], [-0.6951, -3.7669, -0.0644], [-2.3531, 6.4703, -2.5103], [-2.9093, 5.2586, -1.3580], [-3.4178, 5.1685, -3.0424], [-0.5363, 4.8524, -2.0803], [-1.0830, 4.7453, -3.7526], [-2.5947, 2.8367, -3.0504], [-0.8763, 2.4892, -3.0575], [-2.6193, 1.9761, -0.9558], [-1.8587, 3.4720, -0.4291], [-0.3875, 0.9447, -1.2749], [0.6455, 3.4875, 0.0582], [0.8839, 3.0588, -1.6368], [2.1311, 1.0022, -0.9273], [1.9860, 1.5174, 0.7516], [2.8981, 2.4988, -0.3942], [-0.6196, 2.0172, 1.5596], [-1.8439, 0.9202, 0.8575], [1.9670, -0.8097, 2.1202], [3.5480, -2.6052, 2.7274], [3.0976, -4.9248, 2.0073], [1.0729, -5.4390, 0.6836], [-1.2260, -2.9543, -0.2317]], "forces_ev_per_a": [[0.2379, -0.0466, -0.0428], [-0.1874, -0.1036, -0.1014], [0.1001, 0.1997, 0.1300], [0.1097, -0.3137, -0.1317], [-0.0156, 0.1616, 0.3020], [-0.0129, -0.3532, -0.0798], [-0.0537, 0.2280, -0.0124], [-0.5567, 0.2849, -0.4162], [0.2641, -0.2888, 0.1444], [-0.1367, -0.1263, -0.0403], [0.0536, 0.1069, 0.0171], [0.0123, -0.1562, -0.0399], [-0.0303, -0.0938, -0.0379], [0.1309, 0.1232, 0.1032], [-0.1285, 0.0511, -0.0711], [-0.1520, -0.0195, -0.0934], [0.1864, 0.2858, 0.1651], [-0.2099, -0.0319, -0.1352], [-0.0642, 0.1173, 0.0276], [-0.0932, 0.0251, 0.1236], [-0.1223, -0.0032, -0.0523], [0.1042, 0.0040, -0.0271], [0.0897, 0.0430, 0.0198], [0.0070, -0.0497, -0.0698], [-0.0020, -0.0870, -0.0485], [-0.0460, 0.0263, 0.1009], [-0.0938, 0.0870, 0.1012], [-0.0355, 0.0030, 0.0020], [-0.0566, 0.1192, -0.0335], [-0.0176, 0.1223, -0.0108], [0.0532, -0.1247, -0.0326], [0.0903, -0.0595, 0.0710], [0.1157, -0.0030, 0.0006], [-0.0081, -0.0495, -0.0337], [0.1585, 0.1098, 0.0535], [0.0285, 0.0712, 0.0263], [0.0672, 0.0327, 0.0480], [0.0464, -0.0794, 0.0138], [-0.0249, -0.1119, -0.0367], [0.1924, -0.1004, 0.0968]], "nbo_charge": [-0.61, -0.39, -0.40, -0.40, -0.24, -0.40, -0.60, -0.07, -0.50, 0.80, -0.65, -0.30, -0.13, -0.27, -0.15, -0.31, 0.45, -0.68, 0.21, 0.20, 0.20, 0.19, 0.20, 0.20, 0.20, 0.21, 0.19, 0.21, 0.19, 0.20, 0.20, 0.21, 0.21, 0.19, 0.21, 0.23, 0.22, 0.22, 0.23, 0.51], "lumo_ev": 0.5479, "smiles": "CCCC[C@@H](CC)COC(=O)c1ccccc1O", "orbital_gap_ev": 9.262, "e_tot_ha": -810.522104, "de_lowest_kcal_mol": 2.5, "mol_weight_da": 250.3}